ORCA calculation (ωB97M-V with the def2-TZVPD basis set) on a structure of composition C31H34F7FeIN2O2P2Sb in a non-equilibrium geometry.

Values from the calculation:
net charge = +1
ΔE to the lowest compared entry with this formula, charge and spin = 259.12 kJ/mol
gap between HOMO and LUMO (alpha / beta) = 4.60 / 4.60 eV

Last column: Löwdin charge in e.
Cartesian coordinates (Å):
C  -2.30  0.73  -1.41  -0.058
H  3.94  -0.67  1.88  0.092
C  2.39  -3.32  3.29  -0.073
H  0.15  -3.57  -0.18  0.119
C  -2.41  2.36  1.69  -0.570
C  1.30  -2.12  -1.35  -0.237
P  -0.98  -1.06  2.48  0.919
H  3.69  1.44  2.67  0.065
H  -0.05  1.55  3.54  0.007
H  2.07  -5.11  0.11  0.141
P  1.52  0.98  1.73  0.856
H  0.40  -0.34  -2.10  0.089
C  1.80  -0.80  2.18  -0.351
N  -1.77  1.16  -0.30  0.022
H  0.47  4.09  -5.17  0.091
H  -2.52  0.68  -6.00  0.115
H  -1.53  -3.47  2.54  0.032
H  -5.12  0.14  -3.74  0.099
H  3.18  2.70  1.53  0.056
C  -2.12  1.08  -5.07  -0.088
H  -3.29  0.28  -1.39  0.121
H  3.81  1.19  0.91  0.018
C  1.02  1.65  3.36  -0.290
O  -0.16  2.48  -1.85  -0.197
I  -0.85  3.69  1.26  1.283
C  -0.88  2.07  -2.84  -0.279
C  -4.29  1.77  3.04  -0.075
C  3.12  -1.28  2.24  -0.090
H  -2.90  -1.53  -3.27  0.117
C  1.08  -2.88  3.20  -0.095
C  -2.41  0.47  -3.89  -0.169
C  0.28  -1.24  -1.49  0.224
H  0.57  4.22  -3.40  0.062
H  4.60  -2.47  -2.18  0.146
H  -0.93  -0.37  4.83  0.038
F  4.40  -4.61  -0.78  0.187
C  2.57  -1.83  -1.96  0.048
N  -1.38  2.22  -5.17  0.137
F  4.06  0.77  -2.99  -0.334
F  4.54  2.18  -0.90  -0.322
Fe  0.41  1.79  -0.20  0.229
H  -3.87  -0.42  0.49  0.114
H  -4.94  1.97  3.89  0.114
H  2.69  -0.94  -2.56  0.105
C  1.12  -3.33  -0.60  0.036
H  -0.83  4.86  -4.26  0.092
H  -1.47  -2.05  4.68  0.044
C  -3.35  -0.70  -3.83  -0.199
C  -4.51  0.68  2.22  -0.070
H  -1.69  -2.82  0.90  0.013
C  3.62  -2.67  -1.76  0.063
H  4.44  -2.86  2.83  0.114
F  2.14  0.79  -1.15  -0.394
H  1.28  2.70  3.39  0.027
H  -2.57  -0.72  4.27  0.034
C  3.41  -2.52  2.78  -0.071
H  1.57  1.12  4.14  0.062
C  3.22  1.63  1.70  -0.260
C  -0.09  4.05  -4.24  -0.012
F  3.66  3.81  -2.86  -0.305
F  2.09  3.16  -0.82  -0.363
C  -1.85  -2.61  1.96  -0.269
H  2.62  -4.27  3.75  0.113
C  2.16  -4.18  -0.44  0.041
C  -1.53  -1.06  4.24  -0.256
H  0.29  -3.51  3.60  0.098
Sb  3.14  2.18  -2.14  1.454
C  -2.61  1.28  0.84  -0.370
C  -0.81  2.74  -4.11  -0.252
C  -3.23  2.62  2.78  -0.135
F  1.85  1.98  -3.47  -0.287
C  -3.68  0.44  1.13  -0.059
C  -1.79  1.00  -2.72  -0.105
H  -2.92  -2.47  2.12  0.040
H  -3.04  3.49  3.41  0.104
O  -4.58  -0.41  -3.16  -0.061
H  -3.53  -1.06  -4.85  0.121
H  -5.33  0.00  2.42  0.115
C  0.76  -1.64  2.64  -0.392
H  -0.70  -1.43  -1.06  0.094
C  3.40  -3.82  -0.99  -0.223